[1]
C5H11NO in the gas phase. Source: the OMol25 dataset; level of theory: ωB97M-V/def2-TZVPD.

Last column: natural (NBO) charge in e.
Atoms and positions in Å:
O 1.725 1.448 0.156  -0.629
N 0.529 -0.341 0.863  -0.623
C 1.590 0.237 0.230  0.674
C -1.638 0.858 0.273  -0.413
C -0.623 0.443 1.333  -0.221
C 2.577 -0.735 -0.404  -0.710
C -1.933 -0.232 -0.743  -0.610
H -2.556 1.162 0.796  0.205
H 2.348 -0.827 -1.474  0.235
H 2.537 -1.734 0.046  0.209
H -2.641 0.121 -1.498  0.216
H -1.069 -0.178 2.127  0.193
H -1.279 1.755 -0.246  0.214
H -1.005 -0.526 -1.247  0.204
H -0.226 1.350 1.791  0.227
H 0.446 -1.346 0.810  0.391
H 3.587 -0.329 -0.308  0.242
H -2.355 -1.111 -0.240  0.196

The spin multiplicity is 1. The SMILES is CCCNC(C)=O. Its HOMO-LUMO gap is 10.42 eV. For the energy above the lowest of the compared OMol25 structures with the same formula, charge and spin, the calculation gives 2.6 kcal per mole.

***

[2]
C7H12FNOSn as an isolated structure. Source: the OMol25 dataset; level of theory: ωB97M-V/def2-TZVPD.

Last column: natural (NBO) charge in e.
Atoms and positions in Å:
Sn -3.175 2.214 -1.737  1.772
F -0.933 -2.217 0.786  -0.353
O 2.997 -1.067 1.711  -0.468
N 2.141 -1.249 -0.500  -0.606
C -0.865 1.136 -0.099  -0.307
C 0.637 0.728 -0.463  -0.242
C -1.619 0.155 0.915  -0.481
C -1.953 -1.293 0.334  0.023
C 0.950 -0.660 -1.206  -0.252
C 2.404 -0.545 0.761  0.678
C 1.803 0.930 0.629  -0.507
H -2.638 0.653 1.152  0.200
H 0.107 -1.369 -1.479  0.227
H -1.076 0.120 1.930  0.320
H -1.980 -1.359 -0.801  0.168
H 1.583 1.523 1.575  0.274
H 2.601 1.475 0.006  0.276
H 1.352 -0.322 -2.233  0.225
H -1.497 1.325 -1.078  -0.084
H -2.925 -1.660 0.800  0.223
H -0.809 2.171 0.415  0.264
H 1.987 -2.220 -0.171  0.424
H 0.907 1.530 -1.247  0.227

The spin multiplicity is 1. Its HOMO-LUMO gap is 2.61 eV. Its net charge is +2.

***

[3]
C28H25BrHfNP as an isolated structure. Source: the OMol25 dataset; level of theory: ωB97M-V/def2-TZVPD.

Last column: natural (NBO) charge in e.
Atoms and positions in Å:
Hf -0.164 -0.816 -1.432  1.928
Br -0.169 0.089 -3.736  -0.245
P 0.767 0.582 1.395  1.725
N 1.045 0.131 -0.136  -1.475
C -1.416 -1.183 2.050  -0.240
C -2.375 3.236 0.843  -0.191
C 1.562 -2.344 -1.394  -0.372
C 0.563 -1.491 3.377  -0.217
C -2.039 -2.225 2.735  -0.209
C 0.109 3.263 2.101  -0.214
C -1.552 2.111 0.792  -0.208
C -1.471 -0.542 -7.349  -0.349
C 3.584 0.756 1.549  -0.154
C -2.659 -1.244 -6.974  -0.338
C -2.856 0.941 -6.237  -0.332
C 2.420 1.255 3.606  -0.131
C 3.644 1.465 4.250  -0.241
C -0.715 4.388 2.157  -0.191
C 0.718 -2.807 -2.458  -0.290
C -0.058 -2.533 4.064  -0.205
C 0.821 -2.446 -0.175  -0.333
C -0.297 2.089 1.438  -0.304
C -0.101 -0.770 2.361  -0.298
C -1.363 -2.905 3.745  -0.187
C -0.514 -2.936 -0.487  -0.414
C 4.839 1.322 3.544  -0.177
C -3.516 -0.327 -6.287  -0.373
C -1.962 4.375 1.533  -0.188
C 2.358 0.895 2.243  -0.445
C -0.564 -3.152 -1.899  -0.375
C 4.806 0.969 2.195  -0.213
C -1.591 0.808 -6.892  -0.365
H 5.745 0.856 1.641  0.228
H -0.859 1.593 -7.029  0.187
H -3.355 3.224 0.353  0.230
H -1.432 -3.499 -2.458  0.275
H 1.590 -1.233 3.650  0.232
H -1.904 1.226 0.239  0.185
H 3.663 1.738 5.310  0.225
H -3.066 -2.516 2.481  0.229
H -0.385 5.279 2.699  0.224
H 1.077 3.297 2.608  0.227
H 1.150 -2.148 0.812  0.261
H -1.980 -0.677 1.248  0.207
H 1.493 1.364 4.178  0.213
H -4.494 -0.552 -5.881  0.182
H 2.576 -1.974 -1.492  0.271
H -3.247 1.845 -5.788  0.183
H 5.795 1.484 4.049  0.225
H -2.610 5.253 1.586  0.227
H 3.580 0.473 0.494  0.244
H 0.483 -3.066 4.852  0.228
H -2.875 -2.286 -7.179  0.183
H -0.628 -0.958 -7.888  0.185
H -1.845 -3.725 4.280  0.228
H 1.000 -2.884 -3.508  0.280
H -1.323 -3.066 0.219  0.263

The spin multiplicity is 1. Its HOMO-LUMO gap (alpha / beta) is 2.54 / 2.58 eV. For the energy above the lowest of the compared OMol25 structures with the same formula, charge and spin, the calculation gives 71.0 kcal per mole.

***

[4]
C4H6FNO in the gas phase. Source: the OMol25 dataset; level of theory: ωB97M-V/def2-TZVPD.

Last column: natural (NBO) charge in e.
Atoms and positions in Å:
F 0.695 -0.363 -2.968  -0.373
O -1.652 -0.184 -1.264  -0.524
N -0.045 -0.187 0.455  -0.499
C 0.791 -0.869 -1.652  -0.046
C -0.527 -0.344 -0.861  0.679
C -0.930 0.248 1.559  -0.252
C 0.410 0.950 1.201  -0.239
H 0.251 2.052 0.920  0.213
H 1.656 -0.361 -1.189  0.189
H 0.855 -2.066 -1.771  0.207
H -1.871 0.652 1.174  0.221
H -0.975 -0.367 2.508  0.211
H 1.343 0.840 1.887  0.214

The spin multiplicity is 1. The SMILES is O=C(CF)N1CC1. Its HOMO-LUMO gap is 10.95 eV. For the energy above the lowest of the compared OMol25 structures with the same formula, charge and spin, the calculation gives 52.5 kcal per mole.

***

[5]
C5H8O2 in the gas phase. Source: the OMol25 dataset; level of theory: ωB97M-V/def2-TZVPD.

Last column: natural (NBO) charge in e.
Atoms and positions in Å:
O 2.106 -0.868 0.716  -0.708
O -0.361 0.161 0.235  -0.457
C -1.807 -0.533 -1.506  -0.511
C 1.631 0.213 1.477  -0.083
C -0.914 0.342 -0.941  0.363
C -2.025 -1.793 -0.901  -0.196
C 0.677 1.061 0.654  -0.094
H 1.115 -0.124 2.387  0.174
H -2.246 -0.161 -2.437  0.190
H 1.335 -1.410 0.494  0.483
H 2.496 0.812 1.777  0.190
H 0.229 1.871 1.242  0.194
H -0.625 1.261 -1.459  0.167
H -2.797 -2.306 -1.514  0.104
H 1.185 1.474 -0.225  0.185

The spin multiplicity is 1. Its HOMO-LUMO gap is 7.53 eV. For the energy above the lowest of the compared OMol25 structures with the same formula, charge and spin, the calculation gives 112.5 kcal per mole.

***

[6]
C22H26N4O2 in the gas phase. Source: the OMol25 dataset; level of theory: ωB97M-V/def2-TZVPD.

Last column: natural (NBO) charge in e.
Atoms and positions in Å:
O 1.922 -0.998 -0.055  -0.557
O -2.014 1.427 2.081  -0.653
N -1.529 3.673 -0.714  -0.327
N -1.417 0.901 -0.030  -0.477
N -0.416 3.476 -0.354  0.265
N 0.696 3.449 -0.181  -0.129
C 4.303 0.445 -0.190  -0.232
C 5.474 1.048 -0.614  -0.205
C -3.989 -1.266 -1.480  -0.170
C 5.467 -1.633 0.061  -0.241
C -2.642 1.480 -0.571  -0.023
C 3.021 -1.553 0.629  -0.091
C -1.212 0.925 1.312  0.708
C 6.640 -1.027 -0.355  -0.210
C -0.274 -1.147 -0.901  -0.424
C 0.126 -1.212 1.605  -0.429
C 0.068 0.302 1.824  -0.512
C 6.645 0.315 -0.695  -0.207
C -3.870 -2.633 -1.655  -0.223
C 4.291 -0.902 0.148  0.047
C -3.830 -0.697 -0.222  -0.031
C -3.555 -1.525 0.859  -0.219
C -0.433 0.374 -0.955  -0.228
C -3.589 -3.450 -0.572  -0.224
C -3.911 0.790 -0.037  -0.438
C -2.707 2.994 -0.274  -0.249
C -3.435 -2.893 0.686  -0.211
C 0.668 -1.591 0.219  0.113
H -0.741 0.659 -1.963  0.214
H 5.466 -2.683 0.320  0.207
H -2.602 1.342 -1.656  0.207
H 0.545 0.828 -0.771  0.226
H -3.997 -3.063 -2.638  0.214
H 7.550 -1.606 -0.418  0.212
H 3.390 1.015 -0.129  0.224
H -3.223 -3.527 1.535  0.215
H -3.437 -1.089 1.841  0.224
H -0.865 -1.652 1.721  0.222
H -4.213 -0.634 -2.328  0.200
H -1.245 -1.625 -0.776  0.226
H 2.928 -1.389 1.716  0.174
H 0.157 -1.475 -1.848  0.220
H -2.852 3.142 0.802  0.232
H -3.543 3.440 -0.815  0.214
H -4.767 1.195 -0.582  0.217
H -3.496 -4.518 -0.709  0.215
H 0.769 -2.690 0.178  0.175
H 3.062 -2.641 0.459  0.173
H 7.560 0.787 -1.023  0.211
H 0.772 -1.652 2.368  0.214
H 5.471 2.095 -0.878  0.214
H 0.099 0.519 2.894  0.242
H -4.022 1.027 1.020  0.248
H 0.933 0.774 1.354  0.236

The spin multiplicity is 1. Its HOMO-LUMO gap is 9.80 eV. For the energy above the lowest of the compared OMol25 structures with the same formula, charge and spin, the calculation gives 65.0 kcal per mole.

***

[7]
C11H44BF8N2O19S4V as an isolated structure. Source: the OMol25 dataset; level of theory: ωB97M-V/def2-TZVPD.

Last column: Löwdin spin population.
Atoms and positions in Å:
V -19.096 9.337 -17.789  1.932
S -18.052 6.239 -18.841  0.004
S -20.342 9.931 -14.721  0.004
S -20.032 6.111 -17.578  0.004
S -18.573 8.649 -14.581  0.005
F -18.656 9.649 -19.690  0.014
F -21.247 10.878 -15.678  0.002
F -17.882 7.472 -15.504  0.003
F -16.797 7.183 -19.134  0.001
F -16.963 10.400 -20.998  0.000
F -21.189 7.180 -17.043  0.003
F -17.885 8.458 -21.415  0.000
F -19.060 10.312 -21.736  0.000
O -24.129 5.371 -18.823  0.000
O -19.673 5.548 -16.296  0.001
O -25.478 6.799 -15.968  0.000
O -18.516 5.903 -20.194  -0.005
O -13.604 5.160 -17.497  0.000
O -21.971 6.802 -22.879  0.000
O -15.123 7.957 -16.570  0.000
O -17.398 9.384 -14.289  0.001
O -16.991 9.689 -17.631  0.015
O -20.164 4.177 -12.968  0.000
O -16.880 1.122 -20.511  0.000
O -21.168 9.419 -18.563  0.016
O -19.910 11.082 -13.867  -0.005
O -20.777 5.327 -18.545  0.001
O -17.370 5.186 -18.083  0.003
O -21.484 9.132 -14.327  -0.003
O -19.226 7.839 -13.508  0.006
O -15.520 5.045 -15.357  0.000
O -15.364 7.535 -21.535  0.000
N -19.474 9.326 -15.861  0.001
N -19.007 7.383 -18.143  -0.007
C -16.494 4.052 -15.045  0.000
C -23.753 3.960 -18.588  0.000
C -14.272 8.285 -15.506  0.000
C -21.376 4.577 -13.585  0.000
C -21.507 5.646 -22.235  0.000
C -15.664 6.780 -22.798  0.000
C -24.322 7.361 -16.469  0.000
C -13.761 5.080 -18.916  0.000
C -21.857 8.577 -19.491  0.001
C -16.822 2.511 -20.284  0.000
C -15.928 10.388 -18.160  0.000
B -18.136 9.684 -20.955  0.001
H -14.235 9.374 -15.498  0.000
H -22.074 9.020 -20.462  0.000
H -22.842 6.933 -22.496  0.000
H -16.645 8.979 -17.086  0.002
H -21.224 4.441 -14.655  0.000
H -16.991 3.063 -21.209  0.000
H -12.856 5.518 -19.336  0.000
H -15.185 10.579 -17.387  -0.001
H -22.045 4.779 -22.620  0.000
H -19.559 4.879 -13.221  0.000
H -24.748 5.647 -18.143  0.000
H -16.321 0.965 -21.276  0.000
H -24.591 3.273 -18.703  0.000
H -23.455 3.982 -17.539  0.000
H -23.385 6.821 -16.334  0.000
H -21.730 10.196 -18.523  0.001
H -17.613 2.875 -19.628  0.000
H -16.141 11.336 -18.653  0.000
H -16.681 6.958 -23.146  0.000
H -25.651 7.195 -15.110  0.000
H -15.077 7.011 -16.731  0.000
H -15.430 9.788 -18.922  0.001
H -15.042 7.165 -23.606  0.000
H -14.693 5.613 -19.105  0.000
H -21.386 5.700 -21.153  0.000
H -21.589 5.627 -13.385  0.000
H -24.350 7.660 -17.517  0.000
H -16.140 3.250 -14.397  0.000
H -13.994 4.078 -19.278  0.000
H -24.222 8.300 -15.924  0.000
H -15.605 5.701 -22.656  0.000
H -15.851 2.806 -19.887  0.000
H -22.248 3.972 -13.334  0.000
H -22.835 8.256 -19.130  0.001
H -17.473 4.356 -14.676  0.000
H -20.480 5.590 -22.595  0.000
H -14.477 5.036 -17.117  0.000
H -14.537 7.879 -14.530  0.000
H -13.279 7.859 -15.650  0.000
H -16.574 3.461 -15.957  0.000
H -22.864 3.653 -19.140  0.000
H -15.255 5.382 -14.498  0.000
H -16.121 8.123 -21.482  0.000
H -21.518 7.551 -19.635  0.000

The spin multiplicity is 3. Its HOMO-LUMO gap (alpha / beta) is 5.12 / 6.14 eV. For the energy above the lowest of the compared OMol25 structures with the same formula, charge and spin, the calculation gives 45.6 kcal per mole. The expectation value of S² is 2.013.

***

[8]
C2H3ClO2S as an isolated structure. Source: the OMol25 dataset; level of theory: ωB97M-V/def2-TZVPD.

Last column: natural (NBO) charge in e.
Atoms and positions in Å:
Cl -1.601 0.888 0.294  -0.047
S 1.210 -0.519 -0.365  1.241
O -1.514 -1.591 -0.139  -0.642
O 1.099 -0.823 1.064  -0.956
C -1.126 -0.491 -0.632  0.210
C 1.428 1.057 -0.295  -0.750
H 1.471 1.668 0.557  0.234
H -2.104 -1.767 0.688  0.503
H 1.137 1.577 -1.173  0.207

The spin multiplicity is 1. Its HOMO-LUMO gap (alpha / beta) is 7.90 / 7.90 eV. For the energy above the lowest of the compared OMol25 structures with the same formula, charge and spin, the calculation gives 101.9 kcal per mole.

***

For reference, max |F| by record: 0.82 4.08 3.11 2.97 0.46 2.69 14.42 2.67 eV/Å.